Record 1
This record from the Open Molecules 2025 dataset describes C4H16N8O4Pb as an isolated structure in a non-equilibrium geometry. The level of theory is the ωB97M-V functional and the def2-TZVPD basis.

Output
Charge = +2
ΔE to the lowest compared entry with this formula, charge and spin = 17.0 kJ/mol
Gap between HOMO and LUMO = 8.78 eV
HOMO level = -15.92 eV

Last column: Mulliken charge in e.
Cartesian coordinates (Å):
1 Pb 0.199 -0.085 1.246  1.7436
2 O -0.906 0.934 -0.699  -0.5169
3 O 0.455 -1.418 -0.969  -0.5341
4 O 0.768 -2.359 2.025  -0.6341
5 O 0.792 2.396 1.153  -0.6513
6 N 1.542 -4.373 2.773  -0.3910
7 N -0.932 1.662 -2.844  -0.4342
8 N 0.269 4.094 2.591  -0.4142
9 N 1.767 -2.153 -2.684  -0.4123
10 N -0.469 -2.612 -2.676  -0.4138
11 N 0.331 4.457 0.325  -0.3638
12 N -0.664 -3.826 3.020  -0.3678
13 N -2.341 2.618 -1.282  -0.3766
14 C -1.359 1.730 -1.543  0.5648
15 C 0.553 -3.476 2.557  0.6633
16 C 0.581 -2.053 -2.034  0.5673
17 C 0.474 3.587 1.352  0.5933
18 H -2.723 2.703 -0.358  0.2147
19 H -1.330 2.292 -3.516  0.2055
20 H 1.832 -2.764 -3.476  0.1884
21 H 2.559 -1.622 -2.374  0.2233
22 H 2.491 -4.252 2.474  0.2300
23 H 0.709 3.593 3.347  0.2670
24 H -1.349 -2.547 -2.193  0.2238
25 H 0.256 5.097 2.674  0.2075
26 H 1.347 -5.078 3.461  0.1928
27 H 0.017 1.328 -2.901  0.2222
28 H -1.350 -3.103 2.909  0.1661
29 H -0.119 5.350 0.409  0.2251
30 H -0.842 -4.692 3.491  0.1905
31 H -0.421 -2.712 -3.672  0.2164
32 H 0.424 4.015 -0.574  0.2101
33 H -2.560 3.270 -2.013  0.1943

Forces on the atoms, in the same order (eV/Å):
Pb 0.115 -0.082 -1.551
O -0.092 0.331 0.459
O 0.137 -0.196 0.655
O -0.416 0.033 -0.214
O -0.025 -0.204 0.221
N -0.805 0.123 0.095
N -0.047 0.052 1.424
N 0.153 -0.212 -0.163
N -0.565 0.030 0.310
N 0.171 0.082 0.741
N 0.077 -1.049 -0.093
N 0.467 0.826 -0.592
N 0.691 -0.346 -0.354
C -0.433 -0.438 -0.422
C 0.967 -0.281 0.633
C 0.411 0.735 -0.383
C 0.081 0.548 0.166
H -0.135 0.038 -0.015
H 0.379 0.025 -0.304
H 0.325 0.001 -0.102
H 0.084 -0.127 0.047
H -0.001 0.322 -0.065
H -0.138 0.045 0.066
H -0.135 -0.040 -0.350
H -0.002 0.022 0.229
H 0.312 -0.303 -0.122
H -0.102 -0.035 -0.626
H -0.447 -0.377 0.308
H 0.063 0.107 0.009
H -0.257 -0.040 -0.001
H -0.306 -0.236 -0.101
H -0.084 0.386 -0.178
H -0.440 0.260 0.274

---

Record 2
This record from the Open Molecules 2025 dataset describes a 3-piece molecular cluster, C4H16NO2 overall in a non-equilibrium geometry. The level of theory is the ωB97M-V functional and the def2-TZVPD basis.

Output
Spin multiplicity = 2
ΔE to the lowest compared entry with this formula, charge and spin = 53.0 kJ/mol
Gap between HOMO and LUMO (alpha / beta) = 3.31 / 11.77 eV
HOMO level (alpha / beta) = -2.59 / -11.32 eV
<S²> = 0.751

Last column: Mulliken charge in e.
Cartesian coordinates (Å):
1 O 0.802 1.814 2.296  -0.8668
2 O -1.548 -1.555 1.998  -0.7932
3 N -0.413 0.095 -0.148  -0.0026
4 C 0.633 0.192 -1.238  0.5924
5 C 0.771 -1.169 -1.893  -1.8290
6 C 1.840 0.862 -0.618  -1.8312
7 C -1.848 0.132 -0.550  -1.4253
8 H 1.142 1.018 2.747  0.3978
9 H -2.444 0.831 0.021  0.4684
10 H -2.306 -0.816 -0.314  0.4274
11 H -0.112 -1.768 -2.099  0.3613
12 H -1.634 -1.269 2.928  0.3410
13 H 1.312 -1.829 -1.198  0.4662
14 H -0.193 -0.790 0.342  0.4765
15 H 2.578 0.912 -1.378  0.4410
16 H 1.507 1.874 -0.391  0.4196
17 H 2.089 0.476 0.368  0.4775
18 H -0.256 0.822 0.568  0.0933
19 H 0.511 2.373 3.031  0.2917
20 H -2.239 -2.235 2.014  0.3576
21 H -1.825 0.389 -1.604  0.3361
22 H 0.250 0.759 -2.087  0.3562
23 H 1.384 -1.117 -2.793  0.4442

Forces on the atoms, in the same order (eV/Å):
O 0.104 -0.109 -0.119
O -0.414 -0.112 0.386
N 0.140 0.177 0.323
C -1.255 -0.338 -0.667
C 1.551 -1.347 1.141
C -1.524 0.415 0.131
C 0.149 -0.290 -0.350
H -0.123 -0.078 -0.040
H 0.427 0.517 0.147
H 0.056 -0.430 -0.413
H -0.553 0.668 -0.176
H 0.588 0.510 -0.070
H 0.159 0.056 -0.137
H -0.402 0.100 0.393
H 1.257 -0.104 -0.203
H 0.207 0.268 -0.079
H 0.559 -0.528 -0.330
H 0.187 0.053 0.112
H -0.141 0.030 -0.063
H -0.033 -0.338 -0.498
H -0.571 -0.135 -0.045
H -0.270 0.860 0.603
H -0.097 0.157 -0.045

---

Record 3
This record from the Open Molecules 2025 dataset describes a 3-piece molecular cluster, C4H16NO2S overall in a non-equilibrium geometry. The level of theory is the ωB97M-V functional and the def2-TZVPD basis.

Output
Charge = +1
ΔE to the lowest compared entry with this formula, charge and spin = 166.0 kJ/mol
Gap between HOMO and LUMO = 9.40 eV
HOMO level = -12.51 eV

Last column: Mulliken charge in e.
Cartesian coordinates (Å):
1 S -2.134 -1.054 0.571  -0.2008
2 O 1.223 -2.417 0.618  -0.5758
3 O 0.026 0.694 2.871  -0.6066
4 N 0.924 -0.098 0.188  -0.3829
5 C -1.758 -0.776 -1.194  -0.6225
6 C 0.001 0.959 -0.489  0.0863
7 C 0.802 2.096 -0.900  -1.6380
8 C -0.845 0.284 -1.645  -0.8030
9 H 1.241 -3.365 0.422  0.2876
10 H -0.022 0.060 -2.432  0.4030
11 H -2.861 -0.521 -1.551  0.3280
12 H -1.588 -2.225 0.799  0.1248
13 H -1.603 -1.793 -1.676  0.3486
14 H 1.196 -0.776 -0.561  0.4774
15 H 0.466 -0.510 1.041  0.4079
16 H 1.806 -2.392 1.416  0.2999
17 H -0.589 1.275 0.409  0.3906
18 H -1.301 1.036 -2.273  0.4571
19 H 1.438 1.839 -1.661  0.4613
20 H 1.839 0.373 0.587  0.3643
21 H 0.317 1.667 3.050  0.3204
22 H 0.105 0.212 3.713  0.2940
23 H 1.317 2.677 -0.063  0.3958
24 H -0.001 2.755 -1.241  0.3826

Forces on the atoms, in the same order (eV/Å):
S -0.170 0.979 0.246
O 1.079 -1.562 1.246
O 1.003 2.237 0.405
N 1.483 1.814 -0.105
C -4.053 -2.551 -1.407
C -1.198 -1.436 2.474
C -1.127 2.696 1.763
C 4.054 1.627 -0.202
H -0.169 0.061 -0.167
H -1.079 -0.853 1.255
H 2.366 -0.378 0.407
H 0.516 -0.685 -0.174
H 0.082 1.310 0.598
H -0.193 0.286 1.473
H 0.119 0.124 -1.361
H -0.580 0.067 -0.797
H -0.149 -0.371 -1.081
H -0.718 0.601 0.583
H 1.804 -0.187 -2.008
H -2.271 -1.011 -1.248
H -0.827 -2.764 -0.145
H -0.055 0.515 -0.275
H -0.506 -1.063 -1.003
H 0.590 0.543 -0.479